# 1
The following is a DFT calculation (ωB97M-V/def2-TZVPD) of a molecular structure, BH4NO at a distorted geometry.

Values from the calculation:
Total energy   -157.28992 a.u.
Maximum force   4.80 eV Å⁻¹
HOMO-LUMO gap   10.6 eV
Relative energy (zero: lowest compared OMol25 entry of this formula, charge and spin)   78.2 kJ/mol

Last column: Mulliken charge in e.
Cartesian coordinates (Å):
B (-0.112, 0.186, 0.313)  0.228
N (0.343, 0.048, -1.016)  -0.325
O (-0.271, -0.887, 1.063)  -0.557
H (-0.317, 1.618, 0.597)  -0.101
H (0.214, 0.849, -1.552)  0.194
H (0.843, -0.760, -1.396)  0.220
H (-0.701, -1.054, 1.992)  0.341

=====

# 2
The following is a DFT calculation (ωB97M-V/def2-TZVPD) of a molecular structure, C52H68FN4O3P2S2SeW at a distorted geometry.

Values from the calculation:
Total energy   -6514.59825 a.u.
Maximum force   1.42 eV Å⁻¹
2S+1   3
HOMO-LUMO gap (alpha / beta)   5.9 / 5.9 eV
Net charge   -1

Last column: Mulliken charge in e.
Cartesian coordinates (Å):
W (0.589, 0.636, 0.171)  1.180
C (3.964, -1.979, 3.084)  -1.859
C (3.094, -1.763, 1.839)  1.690
C (3.531, -2.788, 0.790)  -1.114
P (2.898, -0.022, 1.189)  2.952
C (3.900, 1.003, 2.406)  0.340
C (3.381, 1.263, 3.822)  -1.860
C (4.423, 2.314, 1.817)  -1.366
C (3.933, 0.109, -0.259)  0.060
C (5.297, -0.181, -0.215)  -0.732
C (6.119, 0.039, -1.299)  -1.020
C (5.537, 0.583, -2.446)  -0.945
C (4.195, 0.871, -2.515)  -0.411
C (3.328, 0.622, -1.417)  0.350
N (1.973, 0.842, -1.466)  0.865
C (1.542, 1.365, -2.740)  -1.563
C (1.788, 2.703, -3.033)  -0.095
C (1.432, 3.234, -4.260)  -1.288
C (0.833, 2.431, -5.222)  -0.863
C (0.593, 1.097, -4.939)  -0.247
C (0.930, 0.546, -3.704)  0.466
P (0.486, -1.124, -3.146)  1.328
C (-1.027, -1.722, -4.075)  0.802
C (-2.184, -0.725, -4.061)  -1.337
C (-0.883, -2.305, -5.481)  -1.832
C (1.815, -2.226, -3.864)  0.628
C (2.995, -2.426, -2.918)  -1.347
C (2.349, -1.813, -5.235)  -1.782
H (3.848, -3.023, 3.383)  0.475
H (3.707, -1.368, 3.944)  0.351
H (5.024, -1.831, 2.870)  0.369
H (2.067, -1.994, 2.095)  -1.298
H (4.515, -2.567, 0.381)  0.413
H (2.819, -2.862, -0.028)  -0.455
H (3.581, -3.764, 1.277)  0.532
H (4.754, 0.322, 2.506)  0.623
H (2.644, 2.062, 3.832)  0.311
H (4.226, 1.600, 4.429)  0.523
H (2.960, 0.393, 4.322)  0.231
H (3.621, 2.964, 1.482)  0.159
H (5.087, 2.147, 0.973)  0.211
H (4.986, 2.834, 2.596)  0.510
H (5.724, -0.575, 0.701)  0.369
H (7.173, -0.189, -1.258)  0.423
H (6.150, 0.786, -3.316)  0.377
H (3.803, 1.281, -3.433)  0.291
H (2.263, 3.316, -2.281)  0.737
H (1.619, 4.281, -4.459)  0.395
H (0.550, 2.844, -6.182)  0.356
H (0.120, 0.473, -5.687)  0.096
H (-1.312, -2.549, -3.407)  0.212
H (-1.927, 0.210, -4.559)  0.223
H (-2.510, -0.476, -3.058)  -0.064
H (-3.034, -1.160, -4.593)  0.586
H (-0.659, -1.534, -6.220)  0.204
H (-1.834, -2.758, -5.775)  0.502
H (-0.117, -3.074, -5.557)  0.409
H (1.292, -3.188, -3.944)  0.798
H (3.700, -1.600, -2.991)  0.315
H (3.532, -3.338, -3.187)  0.658
H (2.674, -2.507, -1.881)  -0.265
H (2.861, -0.853, -5.158)  0.216
H (1.582, -1.714, -5.999)  0.288
H (3.083, -2.546, -5.586)  0.506
C (-1.609, 3.038, 3.952)  -1.439
C (-2.413, 3.024, 2.653)  2.063
C (-3.246, 4.311, 2.616)  -1.796
C (-3.282, 1.784, 2.517)  0.752
C (-4.122, 1.474, 3.583)  0.239
C (-5.004, 0.413, 3.524)  -1.662
C (-5.081, -0.315, 2.347)  -1.048
C (-4.266, -0.045, 1.254)  1.079
C (-4.544, -0.900, 0.012)  0.662
C (-5.194, -0.113, -1.128)  -1.530
C (-3.383, -1.736, -0.520)  -1.367
C (-3.284, 0.980, 1.354)  -1.399
N (-2.335, 1.166, 0.326)  1.974
C (-2.765, 2.029, -0.625)  -0.706
C (-3.864, 2.910, -0.563)  -0.649
C (-4.196, 3.752, -1.616)  -1.532
C (-3.471, 3.764, -2.797)  -0.940
C (-2.402, 2.874, -2.919)  -0.211
C (-2.111, 2.052, -1.867)  0.158
F (-1.122, 1.114, -2.026)  1.202
H (-0.893, 3.859, 3.940)  0.415
H (-1.058, 2.113, 4.102)  0.136
H (-2.260, 3.181, 4.819)  0.439
H (-1.720, 3.035, 1.806)  -1.378
H (-3.970, 4.329, 3.435)  0.320
H (-3.784, 4.426, 1.681)  0.361
H (-2.591, 5.176, 2.728)  0.473
H (-4.087, 2.091, 4.473)  0.362
H (-5.646, 0.174, 4.363)  0.350
H (-5.802, -1.122, 2.265)  0.322
H (-5.304, -1.614, 0.356)  0.701
H (-4.476, 0.507, -1.660)  0.136
H (-5.985, 0.543, -0.764)  0.347
H (-5.629, -0.813, -1.845)  0.524
H (-2.503, -1.125, -0.717)  -0.110
H (-3.675, -2.221, -1.453)  0.602
H (-3.093, -2.531, 0.173)  0.341
H (-4.491, 2.897, 0.317)  0.982
H (-5.046, 4.413, -1.502)  0.360
H (-3.725, 4.433, -3.606)  0.384
H (-1.799, 2.803, -3.815)  0.214
O (0.230, 2.593, -0.591)  -0.842
S (0.960, 3.642, 0.259)  1.117
O (2.321, 3.824, -0.183)  -0.713
O (0.181, 4.834, 0.411)  -0.736
S (0.882, 2.417, 1.900)  -0.760
Se (0.304, -2.265, -0.287)  0.376
C (-0.043, -3.590, 1.092)  0.832
C (-0.607, -4.762, 0.568)  -1.001
C (-0.877, -5.869, 1.356)  -0.799
C (-0.595, -5.850, 2.712)  -0.727
C (-0.049, -4.700, 3.259)  -0.760
C (0.216, -3.594, 2.465)  0.229
H (-0.837, -4.794, -0.490)  0.420
H (-1.314, -6.750, 0.902)  0.416
H (-0.805, -6.712, 3.332)  0.354
H (0.168, -4.656, 4.320)  0.430
H (0.605, -2.719, 2.957)  0.062
C (-0.732, -0.535, 5.642)  -0.992
N (-0.806, -0.632, 4.203)  1.010
C (-1.801, -1.221, 3.466)  -0.951
C (-1.481, -1.003, 2.167)  -0.867
N (-0.330, -0.263, 2.090)  1.899
C (0.058, -0.077, 3.338)  -2.422
H (-0.896, -1.515, 6.088)  0.337
H (-1.480, 0.169, 6.009)  0.277
H (0.259, -0.182, 5.918)  0.325
H (-2.633, -1.725, 3.918)  0.571
H (-1.978, -1.319, 1.279)  -0.223
H (0.905, 0.496, 3.671)  0.422

=====

# 3
The following is a DFT calculation (ωB97M-V/def2-TZVPD) of 2 unconnected molecules or ions with the total composition C3H6N2O2 at a distorted geometry.

Values from the calculation:
Total energy   -377.75363 a.u.
Maximum force   4.93 eV Å⁻¹
Structure (SMILES)   NNC(=O)O.C#C
HOMO-LUMO gap   9.2 eV
Relative energy (zero: lowest compared OMol25 entry of this formula, charge and spin)   540.1 kJ/mol

Last column: Mulliken charge in e.
Cartesian coordinates (Å):
N (-1.237, 1.327, 0.415)  -0.670
N (-0.324, 0.525, -0.313)  -0.168
C (-0.885, -0.772, -0.948)  0.587
O (-2.056, -1.063, -0.878)  -0.511
O (-0.032, -1.274, -1.853)  -0.456
H (-1.936, 1.762, -0.189)  0.252
H (-1.820, 0.749, 1.030)  0.264
H (0.469, 1.019, -0.710)  0.310
H (0.869, -0.943, -1.711)  0.376
C (1.118, -0.424, 1.124)  -0.482
C (2.190, 0.088, 1.415)  -0.244
H (0.438, -1.289, 0.942)  0.343
H (3.207, 0.295, 1.675)  0.398